# 1
ORCA calculation (the ωB97M-V functional and the def2-TZVPD basis) on a structure of composition C38H53BN13O3V.

Summary:
- spin multiplicity = 3
- ⟨S²⟩ = 2.017
- maximum force (eV Å⁻¹) = 1.3
- total energy (a.u.) = -3386.32833

Structure (XYZ):
```
109
Properties=species:S:1:pos:R:3:forces:R:3
V -0.048 -0.023 0.283 0.1 0.2 -0.6
C 1.029 4.347 -3.385 0.0 0.0 0.0
C 0.494 2.959 -3.259 -0.1 -0.1 0.0
C -0.308 2.279 -4.145 0.1 -0.1 -0.1
C -0.505 1.005 -3.587 -0.2 0.1 -0.1
N 0.109 0.931 -2.399 0.0 0.2 0.1
N 0.733 2.130 -2.222 -0.2 0.3 0.0
B 1.619 2.420 -1.010 0.1 0.0 0.1
N 0.811 2.857 0.239 0.0 0.0 -0.1
N -0.120 2.076 0.860 0.0 -0.1 -0.1
C -0.663 2.810 1.842 0.1 0.0 0.0
C -0.071 4.080 1.834 0.0 0.0 0.0
C 0.858 4.068 0.821 0.0 0.0 0.0
C 1.802 5.159 0.437 0.0 0.0 0.0
C -1.771 2.455 2.825 0.0 0.0 0.0
C -1.371 2.985 4.212 0.0 0.0 0.0
C -3.046 3.186 2.369 0.0 0.0 0.0
C -2.084 0.971 2.989 0.0 0.0 0.1
N 2.522 1.211 -0.709 0.0 0.0 0.1
N 2.092 0.025 -0.169 0.2 0.1 0.3
C 3.191 -0.714 0.058 0.1 0.0 -0.1
C 4.318 -0.002 -0.371 0.0 0.0 0.0
C 3.860 1.205 -0.839 0.0 -0.1 -0.1
C 4.659 2.324 -1.421 0.0 0.0 0.0
C 3.298 -2.060 0.757 0.0 0.0 0.0
C 2.131 -3.010 0.499 0.0 0.0 0.0
C 3.438 -1.784 2.262 0.0 0.0 0.0
C 4.568 -2.783 0.283 0.0 0.0 0.0
C -1.190 -0.125 -4.338 -0.1 0.0 0.0
C -0.185 -0.664 -5.369 0.1 0.0 -0.1
C -1.665 -1.273 -3.438 -0.3 0.3 -0.2
C -2.400 0.437 -5.102 0.0 0.0 0.0
H 0.758 4.745 -4.361 0.0 0.0 0.0
H 0.612 5.010 -2.626 0.0 0.0 0.0
H 2.115 4.375 -3.291 0.0 0.0 0.0
H -0.657 2.646 -5.095 0.0 0.0 0.0
H 2.321 3.339 -1.286 0.0 0.0 0.0
H -0.280 4.904 2.493 0.0 0.0 0.0
H 1.651 6.006 1.104 0.0 0.0 0.0
H 2.839 4.834 0.525 0.0 0.0 0.0
H 1.649 5.499 -0.586 0.0 0.0 0.0
H -1.295 4.072 4.237 0.0 0.0 0.0
H -2.128 2.688 4.941 0.0 0.0 0.0
H -0.413 2.563 4.521 0.0 0.0 0.0
H -2.867 4.253 2.233 0.0 0.0 0.0
H -3.413 2.780 1.424 0.0 0.0 0.0
H -3.831 3.059 3.117 0.0 0.0 0.0
H -1.347 0.483 3.626 0.0 0.0 0.0
H -3.062 0.861 3.463 0.0 0.0 0.1
H -2.126 0.428 2.053 -0.1 0.0 0.0
H 5.344 -0.321 -0.349 0.0 0.0 0.0
H 5.704 2.025 -1.464 0.0 0.0 0.0
H 4.329 2.569 -2.430 0.0 0.0 0.0
H 4.586 3.229 -0.818 0.0 0.0 0.0
H 1.159 -2.571 0.706 0.1 0.0 0.0
H 2.138 -3.363 -0.532 0.0 0.0 0.0
H 2.246 -3.886 1.143 0.0 0.0 0.0
H 2.567 -1.255 2.639 -0.1 0.0 0.1
H 3.552 -2.727 2.804 0.0 0.0 0.0
H 4.318 -1.168 2.458 0.0 0.0 0.0
H 4.572 -2.902 -0.802 0.0 0.0 0.0
H 5.477 -2.262 0.581 0.0 0.0 0.0
H 4.599 -3.777 0.733 0.0 0.0 0.0
H 0.674 -1.121 -4.874 -0.1 0.1 -0.2
H -0.661 -1.427 -5.989 0.0 0.0 0.0
H 0.179 0.134 -6.019 0.0 0.0 0.0
H -1.412 -2.242 -3.872 -0.1 0.1 -0.1
H -1.213 -1.226 -2.456 -1.0 0.5 -0.7
H -2.748 -1.248 -3.312 -0.1 0.0 0.0
H -2.110 1.170 -5.854 0.0 0.0 0.0
H -2.913 -0.380 -5.614 0.0 0.0 0.0
H -3.110 0.908 -4.418 0.0 0.0 0.0
C -1.081 -4.522 2.716 0.0 0.0 0.0
C -1.494 -3.117 2.398 -0.2 0.1 -0.1
N -2.578 -2.716 1.857 0.0 -0.6 0.4
O -3.460 -3.711 1.435 -0.1 0.4 0.5
C -0.575 -2.028 2.810 0.0 0.1 0.0
C -0.056 -1.978 4.212 0.2 -0.1 -0.1
N -0.268 -1.156 1.932 0.0 -0.2 0.0
O 0.590 -0.166 2.142 -0.3 0.0 0.0
H -1.751 -5.253 2.279 0.0 0.0 0.0
H -1.076 -4.656 3.801 0.0 0.0 0.0
H -0.071 -4.711 2.350 0.0 0.0 0.0
H -2.938 -4.338 0.888 -0.1 0.0 -0.2
H -0.881 -2.074 4.921 0.0 0.0 0.0
H 0.467 -1.044 4.392 0.0 0.0 0.0
H 0.630 -2.808 4.391 0.0 0.0 0.0
N -7.313 1.040 -1.743 0.0 0.0 0.0
C -6.220 0.879 -1.431 0.0 0.0 0.0
C -4.847 0.690 -1.041 0.0 0.0 0.0
C -3.926 1.718 -1.216 0.0 0.0 0.0
C -2.622 1.506 -0.817 0.0 0.0 -0.1
N -2.208 0.348 -0.294 0.2 -0.1 0.2
C -3.092 -0.644 -0.152 0.1 -0.1 -0.2
C -4.425 -0.515 -0.497 0.0 0.0 -0.1
H -4.219 2.667 -1.640 0.0 0.0 0.0
H -1.882 2.288 -0.912 0.0 0.0 0.0
H -2.719 -1.564 0.276 -0.1 0.2 -0.1
H -5.105 -1.339 -0.344 0.0 0.0 0.0
N 1.146 -1.714 -2.584 0.1 -0.5 0.3
C 0.191 -2.277 -1.823 0.9 -0.3 0.3
O -0.363 -1.597 -0.891 0.5 -0.4 0.7
C -0.223 -3.600 -2.065 0.3 -0.1 0.3
C 0.341 -4.336 -3.133 -0.3 -0.1 0.0
N 0.793 -4.892 -4.038 0.1 0.1 0.0
C -1.193 -4.161 -1.216 0.1 -0.1 -0.1
N -1.986 -4.620 -0.515 0.3 -0.2 -0.2
H 1.228 -0.709 -2.541 0.0 0.1 0.1
H 1.495 -2.209 -3.388 0.0 -0.1 0.1
```
Forces are in eV/Å.

Here are the Mulliken charges for atoms 1 to 6, given in e:
1. V 0.691
2. C -1.439
3. C 0.449
4. C -1.133
5. C -0.194
6. N 0.515



# 2
ORCA calculation (the ωB97M-V functional and the def2-TZVPD basis) on a structure of composition C38H54F5N7O5P2Sb2V.

Summary:
- spin multiplicity = 4
- ⟨S²⟩ = 3.761
- maximum force (eV Å⁻¹) = 1.1
- total energy (a.u.) = -4846.64876

Structure (XYZ):
```
114
Properties=species:S:1:pos:R:3:forces:R:3
V -0.892 0.220 -1.069 0.7 -0.8 0.1
O -3.802 0.495 -3.993 0.0 0.0 0.0
C -2.866 0.616 -3.200 0.0 0.1 0.1
N -2.566 -0.119 -2.137 -0.2 -0.2 -0.2
C -3.502 -1.090 -1.651 -0.1 0.1 -0.1
C -3.351 -1.151 -0.150 0.0 0.0 0.1
C -4.237 -1.832 0.674 0.0 0.0 -0.1
C -3.983 -1.901 2.032 0.0 -0.1 0.0
C -2.853 -1.285 2.546 0.0 0.1 0.0
C -2.035 -0.589 1.674 -0.1 0.0 0.0
N -2.282 -0.521 0.364 -0.3 -0.1 0.2
C -1.939 1.814 -3.279 -0.1 0.0 0.1
C -2.113 2.781 -4.254 0.0 0.0 0.0
C -1.376 3.949 -4.176 0.0 0.0 0.0
C -0.496 4.119 -3.117 0.0 0.0 0.0
C -0.362 3.096 -2.197 0.1 -0.1 -0.1
N -1.055 1.957 -2.275 -0.3 0.4 -0.2
H -3.315 -2.094 -2.059 0.0 0.0 0.0
H -4.527 -0.825 -1.934 0.0 0.0 0.0
H -5.110 -2.307 0.245 0.0 0.0 0.0
H -4.665 -2.431 2.686 0.0 0.0 0.0
H -2.616 -1.323 3.600 0.0 0.0 0.0
H -1.148 -0.068 2.014 0.0 -0.1 0.0
H -2.846 2.595 -5.027 0.0 0.0 0.0
H -1.497 4.726 -4.920 0.0 0.0 0.0
H 0.077 5.027 -2.991 0.0 0.0 0.0
H 0.316 3.180 -1.362 0.1 0.0 0.1
C -4.327 2.121 2.089 -0.1 0.0 0.0
Sb -2.987 2.963 0.636 0.2 0.0 0.0
C -4.501 4.145 -0.318 -0.1 0.0 0.0
C -2.334 4.509 2.016 0.1 0.1 0.0
C -1.390 5.496 1.397 0.2 0.0 0.0
C -1.899 6.423 0.487 0.0 0.0 0.0
C -1.088 7.341 -0.160 0.0 0.0 0.0
C 0.270 7.361 0.112 0.1 0.0 0.0
C 0.790 6.469 1.036 0.0 0.0 -0.1
C -0.007 5.523 1.685 -0.1 0.0 0.1
C 0.643 4.605 2.680 -0.1 0.1 0.1
Sb 1.229 2.692 1.835 -0.4 -0.2 -0.3
C 2.831 3.537 0.687 0.1 0.0 0.0
C 2.477 2.148 3.485 0.0 0.0 0.1
H -4.999 2.899 2.454 0.0 0.0 0.0
H -3.760 1.713 2.926 0.0 0.0 0.0
H -4.915 1.316 1.650 0.0 0.0 0.0
H -5.013 4.776 0.411 0.0 0.0 0.0
H -5.225 3.471 -0.776 0.0 0.0 0.0
H -4.069 4.765 -1.102 0.0 0.0 0.0
H -1.886 3.992 2.862 -0.1 0.0 0.0
H -3.249 4.993 2.362 0.0 0.1 0.0
H -2.965 6.424 0.288 0.0 0.0 0.0
H -1.519 8.046 -0.860 0.0 0.0 0.0
H 0.919 8.080 -0.372 0.0 0.0 0.0
H 1.845 6.513 1.281 0.0 0.0 0.0
H -0.007 4.411 3.534 0.0 0.0 0.0
H 1.559 5.054 3.067 0.0 0.0 0.0
H 3.770 3.336 1.203 0.0 0.0 0.0
H 2.692 4.614 0.595 0.0 -0.1 -0.1
H 2.876 3.091 -0.300 0.0 -0.1 -0.1
H 2.951 3.041 3.894 0.0 0.0 0.0
H 3.242 1.468 3.115 0.1 0.0 0.0
H 1.906 1.645 4.265 0.0 0.0 0.0
C 2.055 -5.213 2.545 0.0 0.0 0.0
N 1.250 -4.005 2.544 0.1 -0.1 0.1
C 0.535 -3.764 3.787 -0.1 0.0 -0.1
P 1.683 -2.742 1.562 -0.1 0.1 0.1
O 0.884 -1.554 1.879 0.0 0.0 0.0
O 1.531 -3.369 0.079 0.1 0.1 0.0
P 0.245 -3.484 -0.875 0.0 0.0 0.0
O -0.520 -2.236 -1.037 -0.1 0.3 0.0
N 0.966 -4.123 -2.218 0.0 0.0 -0.1
C 0.009 -4.442 -3.282 0.0 -0.1 0.1
C 2.197 -3.546 -2.761 -0.1 0.0 -0.1
N -0.664 -4.689 -0.228 0.0 0.0 -0.2
C -0.103 -6.020 -0.078 0.0 0.0 0.0
C -2.113 -4.653 -0.249 0.0 0.0 0.1
N 3.311 -2.501 1.565 0.1 -0.1 0.0
C 3.853 -1.851 2.751 0.0 0.1 -0.1
C 4.297 -3.273 0.829 0.0 0.0 0.0
H 1.419 -6.092 2.673 0.0 0.0 0.0
H 2.793 -5.206 3.356 0.0 0.0 0.0
H 2.588 -5.326 1.601 0.0 0.0 0.0
H -0.235 -4.528 3.928 0.0 0.0 0.0
H 0.058 -2.789 3.747 0.0 0.0 0.0
H 1.213 -3.798 4.647 0.0 0.0 0.0
H -0.864 -4.950 -2.870 0.0 0.0 0.0
H 0.488 -5.115 -3.993 0.0 0.0 0.0
H -0.325 -3.542 -3.809 0.0 0.0 0.0
H 2.857 -3.218 -1.963 0.0 0.0 0.0
H 1.984 -2.691 -3.411 0.0 -0.2 0.1
H 2.710 -4.308 -3.350 0.0 0.0 0.0
H 0.983 -5.987 -0.111 0.0 0.0 0.0
H -0.447 -6.684 -0.879 0.0 0.0 0.0
H -0.409 -6.446 0.881 0.0 0.0 0.0
H -2.448 -3.653 -0.492 -0.1 0.1 0.0
H -2.514 -4.925 0.731 0.0 0.0 0.0
H -2.508 -5.357 -0.992 0.0 0.0 0.0
H 3.078 -1.270 3.249 0.0 0.0 0.0
H 4.649 -1.164 2.457 0.0 0.0 0.0
H 4.264 -2.584 3.456 0.0 0.0 0.0
H 3.841 -3.782 -0.015 0.0 0.0 0.0
H 4.780 -4.020 1.469 0.0 0.0 0.0
H 5.070 -2.603 0.446 0.0 0.0 0.0
F 5.381 -1.093 -4.184 0.0 0.0 0.0
C 4.328 -0.736 -3.434 0.0 0.0 0.0
C 3.070 -0.610 -3.994 0.0 0.1 0.0
F 2.897 -0.866 -5.297 0.0 0.0 0.0
C 1.982 -0.267 -3.213 0.2 0.1 -0.2
F 0.773 -0.201 -3.799 0.0 0.0 0.1
C 2.089 -0.008 -1.838 -0.2 0.2 0.2
O 1.081 0.346 -1.106 0.5 0.1 -0.2
C 3.385 -0.132 -1.308 0.2 0.0 -0.1
F 3.589 0.138 -0.009 0.0 0.0 0.1
C 4.474 -0.491 -2.079 0.0 0.0 0.1
F 5.686 -0.594 -1.512 0.0 0.0 0.0
```
Forces are in eV/Å.

Here are the Mulliken charges for atoms 1 to 6, given in e:
1. V 0.209
2. O -0.817
3. C -0.282
4. N 0.714
5. C -1.157
6. C 0.298



Q: Among the records above, which one has the highest ⟨S²⟩?
A: C38H54F5N7O5P2Sb2V